{"formula": "C46H59F20N10O12S6V", "method": "ωB97M-V/def2-TZVPD", "total_charge": -1, "s2": 3.76, "multiplicity": 4, "homo_energy_ha": [-0.2074, -0.2784], "e_lumo_ev": [1.61, 1.61], "energy_ha": -8569.02743, "elements": ["V", "C", "F", "F", "F", "S", "O", "O", "N", "S", "O", "O", "C", "F", "F", "F", "C", "F", "F", "F", "S", "O", "O", "N", "S", "O", "O", "C", "F", "F", "F", "C", "F", "F", "F", "S", "O", "O", "N", "S", "O", "O", "C", "F", "F", "F", "C", "C", "C", "C", "N", "H", "H", "H", "H", "H", "H", "H", "C", "C", "C", "C", "N", "H", "H", "H", "H", "H", "H", "H", "C", "C", "C", "C", "N", "H", "H", "H", "H", "H", "H", "H", "C", "C", "C", "C", "N", "H", "H", "H", "H", "H", "H", "H", "C", "C", "C", "C", "N", "H", "H", "H", "H", "H", "H", "H", "C", "C", "C", "C", "N", "H", "H", "H", "H", "H", "H", "H", "C", "C", "C", "C", "N", "H", "H", "H", "H", "H", "H", "H", "F", "C", "C", "C", "C", "C", "C", "H", "H", "H", "H", "H", "F", "C", "C", "C", "C", "C", "C", "H", "H", "H", "H", "H"], "coordinates": [[-2.027, 0.832, 2.358], [-2.455, -0.370, -1.850], [-3.811, -0.167, -1.758], [-2.109, -1.219, -2.848], [-1.883, 0.849, -2.025], [-1.897, -1.116, -0.141], [-3.113, -1.228, 0.623], [-1.175, -2.391, -0.324], [-1.017, 0.127, 0.761], [0.505, -0.217, 0.258], [1.138, -1.143, 1.173], [0.685, -0.569, -1.157], [1.523, 1.417, 0.387], [1.020, 2.195, -0.549], [1.348, 1.861, 1.612], [2.772, 1.168, 0.105], [0.261, 3.841, 4.684], [1.009, 3.707, 3.577], [0.647, 2.901, 5.562], [0.431, 5.082, 5.152], [-1.671, 3.641, 4.234], [-2.179, 2.662, 5.185], [-2.337, 4.934, 4.269], [-1.732, 2.779, 2.627], [-1.508, 4.055, 1.656], [-0.584, 5.033, 2.173], [-1.189, 3.511, 0.322], [-3.316, 4.884, 1.384], [-3.727, 4.709, 0.078], [-4.237, 4.281, 2.162], [-3.318, 6.198, 1.723], [-2.212, -2.880, 3.298], [-1.758, -3.913, 3.958], [-1.252, -2.217, 2.725], [-3.209, -3.222, 2.495], [-3.005, -1.620, 4.572], [-4.244, -2.301, 4.940], [-1.979, -1.485, 5.576], [-3.231, -0.131, 3.605], [-4.560, 0.462, 4.320], [-4.690, 0.313, 5.760], [-4.705, 1.819, 3.838], [-6.047, -0.503, 3.386], [-6.761, -1.179, 4.302], [-6.842, 0.285, 2.702], [-5.529, -1.390, 2.539], [5.857, 1.360, 1.961], [5.804, 2.023, 0.559], [7.163, 2.588, 0.190], [8.271, 1.613, -0.015], [9.166, 0.895, -0.195], [5.003, 0.691, 2.063], [6.005, 2.078, 2.767], [6.716, 0.689, 1.977], [4.972, 2.717, 0.443], [5.713, 1.173, -0.117], [7.486, 3.210, 1.025], [7.068, 3.247, -0.674], [0.422, -1.157, -5.172], [0.967, -2.068, -4.076], [2.353, -1.651, -3.597], [3.490, -1.982, -4.462], [4.419, -2.159, -5.180], [0.278, -0.153, -4.773], [-0.501, -1.446, -5.674], [1.025, -1.152, -6.080], [1.014, -3.116, -4.370], [0.313, -1.980, -3.209], [2.459, -2.326, -2.747], [2.513, -0.604, -3.340], [2.219, 5.118, 0.249], [2.207, 5.878, -1.056], [3.516, 6.635, -1.339], [4.859, 6.129, -0.922], [5.884, 5.769, -0.551], [3.034, 4.403, 0.363], [1.275, 4.588, 0.374], [2.237, 5.817, 1.085], [1.408, 6.619, -1.041], [2.056, 5.101, -1.805], [3.494, 7.619, -0.870], [3.514, 6.813, -2.414], [-1.737, -6.404, 1.202], [-1.707, -6.129, -0.307], [-2.629, -7.007, -1.190], [-2.358, -8.418, -1.241], [-2.133, -9.534, -1.217], [-1.247, -7.353, 1.420], [-2.704, -6.400, 1.706], [-1.206, -5.636, 1.764], [-0.693, -6.302, -0.665], [-1.999, -5.099, -0.515], [-2.749, -6.641, -2.209], [-3.572, -6.908, -0.651], [2.078, -2.456, 4.536], [1.325, -1.992, 5.784], [0.934, -0.496, 5.812], [0.256, -0.008, 4.601], [-0.257, 0.459, 3.670], [1.509, -2.205, 3.641], [2.184, -3.539, 4.607], [2.994, -1.925, 4.280], [1.798, -2.253, 6.730], [0.429, -2.613, 5.793], [1.825, 0.126, 5.908], [0.271, -0.276, 6.649], [-4.947, -1.761, -4.867], [-4.928, -3.240, -5.272], [-6.338, -3.771, -5.289], [-7.112, -3.528, -4.036], [-7.704, -3.379, -3.090], [-5.333, -1.565, -3.867], [-5.666, -1.155, -5.418], [-3.911, -1.463, -5.024], [-4.326, -3.816, -4.569], [-4.469, -3.412, -6.246], [-6.399, -4.854, -5.392], [-6.907, -3.253, -6.061], [-6.841, -0.633, -0.380], [-6.617, 0.715, -1.066], [-6.140, 1.815, -0.161], [-4.827, 1.588, 0.468], [-3.763, 1.375, 1.007], [-7.192, -1.446, -1.016], [-7.611, -0.504, 0.381], [-5.905, -0.958, 0.073], [-7.613, 0.868, -1.481], [-5.996, 0.655, -1.959], [-6.797, 2.141, 0.645], [-6.148, 2.712, -0.782], [4.031, 3.302, -1.700], [3.927, 2.985, -3.027], [4.895, 3.307, -3.933], [4.768, 2.987, -5.321], [3.637, 2.336, -5.767], [2.644, 2.061, -4.820], [2.761, 2.436, -3.487], [5.714, 3.876, -3.519], [5.527, 3.325, -6.011], [3.592, 2.111, -6.822], [1.728, 1.618, -5.182], [1.963, 2.187, -2.804], [4.855, -1.197, -1.951], [5.241, -1.552, -0.692], [6.563, -1.461, -0.278], [7.016, -1.971, 0.951], [6.070, -2.430, 1.833], [4.718, -2.434, 1.493], [4.318, -2.078, 0.227], [7.363, -0.997, -0.836], [8.072, -1.959, 1.178], [6.392, -2.679, 2.834], [4.068, -2.890, 2.226], [3.310, -2.276, -0.106]], "atomic_forces_ev_per_a": [[0.1052, 0.0414, -0.4161], [0.2680, 0.9355, 0.5303], [2.0021, -0.7654, -0.7302], [-0.8576, 1.2183, 1.0724], [-0.6439, -1.6496, -0.1232], [0.0263, -1.4657, 1.8590], [0.0348, 0.3002, -0.5423], [-1.1163, 2.6733, -0.3641], [0.7681, -2.6343, -4.4595], [3.2307, -0.3769, -0.1495], [-0.2442, 0.6104, 0.0489], [-1.0304, 0.9011, 1.0409], [-2.4854, -2.1506, -0.3955], [0.0972, 0.8965, 0.0506], [0.4822, 0.8422, 0.0944], [0.7474, -0.0792, 0.2937], [-0.3855, 0.2444, -1.4325], [-0.1756, -0.2615, 1.0112], [-0.4744, 0.9561, -0.3202], [-0.0404, -0.9715, 0.2341], [-1.8700, -2.1741, 1.4648], [1.2560, 0.7497, -0.9747], [1.3213, -1.2468, -0.5530], [0.7708, 5.1015, 2.6662], [0.3929, -1.2648, -4.0782], [-1.0923, 0.0581, -0.1247], [-0.9306, 0.8945, 1.8288], [-0.3101, -0.1876, 0.4346], [0.8139, 0.5668, 1.6931], [0.8056, 0.2967, -0.6715], [0.2138, -1.2765, -0.8995], [-2.5759, 2.4074, 1.7077], [0.3015, -0.5582, 0.0579], [1.0007, -0.1702, -1.1332], [0.7690, -0.4521, -0.3708], [0.4079, -1.8969, -0.4882], [1.2381, 1.2758, -0.6852], [-0.2599, 0.4774, -0.3654], [-1.5455, -3.6974, 3.8208], [-2.1947, 2.7738, 0.0964], [0.3133, -0.6820, -1.7845], [-0.0501, -0.8139, -0.3010], [1.3970, -1.0450, 1.6247], [-0.0003, 0.5383, -0.3831], [-0.2570, 0.7669, 0.0141], [0.0694, 0.0841, -0.0881], [0.2151, -0.0015, -0.9490], [0.6686, -1.8790, 0.5902], [0.4375, 0.8227, 0.3966], [0.3368, -0.4792, -0.3415], [-1.2272, 0.9025, 0.3096], [-0.2160, 0.3409, 0.4685], [-0.4221, -0.0187, 0.0890], [0.1671, -0.0080, 0.0324], [0.3803, 0.0627, -0.0878], [-0.8418, 0.1255, -0.2790], [0.2225, 0.3171, -0.0678], [0.2723, -0.0917, -0.0998], [-0.1534, -0.2087, -0.8117], [-0.4421, 0.7316, -0.6675], [0.5040, -1.0855, 0.2451], [3.0462, -0.4412, -3.1278], [-3.3576, 0.4901, 2.5803], [0.1232, 0.0757, -0.1755], [-0.5890, -0.3581, 0.8083], [0.8587, 0.3837, 0.2926], [-0.0996, 0.0029, -0.1076], [0.0527, -0.1654, 0.0214], [0.5063, 0.6113, 0.5839], [-0.5071, -0.0580, 0.3711], [-0.6764, 0.3033, 0.9512], [1.0331, -1.0501, 0.5815], [0.4635, 0.5443, -0.2923], [-1.2184, -0.4230, -0.1806], [0.0522, 0.0334, -0.0818], [0.0975, 0.1178, -0.2238], [0.0549, -0.0993, -0.0971], [0.2523, -0.0019, 0.2057], [-0.0615, -0.1948, -0.2997], [-0.1859, 0.4468, -0.4786], [-0.2325, 0.1370, 0.0320], [0.4567, 0.1374, -0.0596], [0.1597, -0.0893, 0.1041], [0.2845, -0.3355, -0.3192], [-0.7598, 0.8511, 1.0650], [0.2981, 0.6583, 0.3205], [0.2432, -1.3763, -0.1060], [-0.0761, -0.0809, 0.0603], [-0.3976, -0.1842, -0.5223], [0.3650, 0.0837, -0.3250], [0.1763, 0.4136, 0.0875], [0.1830, 0.0414, 0.0226], [0.0949, 0.2086, 0.1253], [-0.5563, -0.1124, -0.4971], [-0.2467, 0.6015, -0.1772], [-0.5456, -0.0944, -0.3958], [0.1034, -0.2720, -0.3358], [-0.6079, 0.6866, -1.1700], [0.3017, -1.0530, 1.3593], [-0.5508, -0.3427, -0.0360], [0.3939, 0.1044, -0.2748], [0.5051, -0.2506, 0.7079], [0.4377, 0.2547, -0.1010], [-0.3598, 0.3142, 0.0717], [0.1040, 0.0550, 0.0861], [-0.0366, -0.0067, -0.0155], [0.3349, -0.3087, -0.3352], [-0.4109, 0.2871, 0.7355], [-1.1702, -0.3214, 0.7615], [2.1721, -0.3776, -2.8609], [-1.6203, 0.4599, 2.5417], [0.6873, -0.4967, 0.4286], [0.3361, -0.0854, -0.8480], [-0.2555, 0.8760, 0.3649], [0.0389, 0.0752, 0.1608], [-0.1213, 0.2494, -0.1038], [0.0695, -0.0069, -0.5427], [-0.0419, -0.3154, -0.2675], [0.7587, -0.0892, 0.3256], [-1.2656, -1.7281, -0.6336], [0.0609, 1.1090, 0.0227], [5.9135, -1.1261, 2.7498], [-6.0972, 1.2764, -2.8391], [0.0884, 0.2669, -0.3891], [0.1782, -0.0424, 0.2108], [-0.1152, -0.2134, 0.2832], [-0.0568, 1.1371, 0.0628], [0.3114, -0.1277, 0.2428], [-0.2967, -0.6441, 0.2277], [0.7744, 0.2695, 0.0512], [0.1731, -0.1481, -0.9890], [-0.4968, 0.2299, -0.0508], [0.8911, 0.3789, -0.7841], [0.0565, 0.5955, 1.7689], [0.4208, 0.2927, 0.7108], [-0.1037, 0.2801, -0.6787], [-0.8813, -1.2312, -0.1201], [0.4541, -0.0389, -0.3329], [0.1535, -0.1215, 0.0423], [-0.4671, -0.2381, 0.0439], [-0.1207, -0.1458, 0.2241], [-0.0918, 0.1035, 0.1107], [0.2978, -0.0596, 0.9862], [0.3027, -0.5214, 1.2364], [1.0428, 0.0584, -0.3541], [-1.1209, 0.4354, -0.7582], [0.1304, 0.3725, 0.5751], [0.9247, -0.7268, 0.3584], [-0.3669, 0.1537, -1.3212], [-0.3187, 0.0089, -0.7415], [0.0005, 0.1588, 0.0430], [-0.1463, -0.3814, 0.1127], [-0.5322, 0.2325, -0.2134], [-0.2515, 0.3002, 0.1063]], "lowdin_charge": [0.615, -0.525, 0.090, 0.121, 0.120, 0.710, -0.338, -0.296, -0.361, 0.629, -0.305, -0.319, -0.688, 0.131, 0.147, 0.179, -0.587, 0.100, 0.130, 0.142, 0.745, -0.316, -0.285, -0.385, 0.615, -0.304, -0.330, -0.533, 0.080, 0.100, 0.112, -0.686, 0.180, 0.142, 0.146, 0.740, -0.291, -0.287, -0.381, 0.606, -0.276, -0.320, -0.620, 0.120, 0.149, 0.110, -0.081, -0.250, -0.196, -0.207, 0.134, 0.065, 0.074, 0.056, 0.083, 0.085, 0.115, 0.092, -0.105, -0.240, -0.211, -0.226, 0.122, 0.063, 0.059, 0.071, 0.116, 0.077, 0.111, 0.104, -0.109, -0.233, -0.174, -0.216, 0.150, 0.061, 0.042, 0.085, 0.117, 0.096, 0.112, 0.110, -0.097, -0.231, -0.196, -0.256, 0.138, 0.073, 0.075, 0.059, 0.109, 0.094, 0.115, 0.119, -0.098, -0.232, -0.140, -0.123, 0.176, 0.051, 0.080, 0.068, 0.108, 0.093, 0.125, 0.127, -0.101, -0.255, -0.195, -0.236, 0.153, 0.061, 0.079, 0.067, 0.110, 0.111, 0.116, 0.118, -0.091, -0.258, -0.156, -0.066, 0.177, 0.056, 0.074, 0.055, 0.111, 0.094, 0.130, 0.125, 0.036, -0.273, -0.006, -0.065, -0.086, -0.073, -0.017, 0.110, 0.099, 0.102, 0.089, 0.108, 0.050, -0.244, -0.034, -0.090, -0.108, -0.082, -0.011, 0.093, 0.106, 0.099, 0.094, 0.105]}